101
Properties=species:S:1:pos:R:3:forces:R:3 method="wB97M-V/def2-TZVPD" s_squared=1.762 lumo_energy_ha="-0.2253 / -0.2093" e_tot_ev=-160959.0611 total_charge=+1 multiplicity=2
C 5.050116 1.863350 0.266041 1.060 -0.116 -0.495
C 5.449079 1.795835 -1.261161 0.253 1.663 1.062
C 4.713095 2.835737 -2.181531 -0.601 -1.462 -0.611
I 5.943444 3.019003 -3.994542 0.083 -0.505 0.608
C 3.261095 2.414004 -2.699533 0.481 0.097 -0.739
C 3.190700 0.928158 -3.276445 0.150 -1.024 1.918
C 2.793634 -0.157303 -2.130171 1.670 0.196 -1.170
C 3.531955 -1.592780 -2.308481 -2.364 0.336 1.940
O 2.923038 -2.523562 -1.460114 0.341 0.425 -0.897
C 2.931237 3.367746 -3.914644 -0.271 1.182 -2.062
O 2.867787 4.572655 -3.692118 0.309 0.520 1.828
O 2.775284 2.899432 -5.070058 -0.117 -1.873 0.677
N 2.209105 2.513359 -1.674443 -0.162 -1.845 -0.604
O 2.502103 3.458878 -0.689339 -0.051 0.852 0.310
C 0.880921 2.713200 -2.261976 -1.342 0.960 1.247
C -0.316696 2.302669 -1.304384 0.802 -0.450 -0.169
C -0.053986 1.010062 -0.478589 -0.856 -0.090 -0.444
O -1.040155 0.874182 0.575126 1.226 0.251 -0.229
H 4.622826 2.856941 0.474898 -0.156 -0.685 -0.058
H 4.411293 1.018010 0.577042 0.013 0.682 -0.042
H 6.004867 1.808165 0.833177 -0.714 -0.128 -0.139
H 6.534826 2.036999 -1.313831 -0.639 -0.306 -0.119
H 5.351951 0.743831 -1.597257 -0.635 2.035 1.302
H 4.743516 3.843238 -1.731395 -0.284 -0.627 -0.235
H 2.406146 0.818659 -4.054609 0.801 0.402 0.173
H 4.169804 0.624914 -3.779245 -0.927 0.735 -0.089
H 3.084970 0.191569 -1.114458 -0.469 -0.093 -0.589
H 1.693166 -0.281860 -2.194880 0.737 -0.333 0.162
H 4.587669 -1.440245 -1.832131 -4.791 -3.285 1.899
H 3.581129 -1.955345 -3.402800 0.285 0.270 1.355
H 2.390011 -2.020073 -0.818728 -0.036 -0.439 -0.078
H 1.959823 3.210052 0.077452 0.195 -0.094 -0.268
H 0.738798 3.803323 -2.454578 0.197 -0.740 -0.468
H 0.726385 2.108436 -3.207499 0.873 0.807 1.209
H -0.593340 3.110059 -0.600439 0.224 -0.281 -0.405
H -1.175514 2.127261 -1.992234 0.348 0.169 0.601
H -0.200610 0.130780 -1.149455 0.350 0.406 0.331
H 0.971984 0.974364 -0.054589 -0.522 0.132 -0.283
H -0.503013 0.788520 1.376398 -0.638 -0.119 0.002
Be 0.074116 1.302613 -4.715606 -0.262 -0.360 -0.889
C -0.117687 -3.681140 5.234670 -0.064 -0.398 0.056
C -0.040438 -2.613469 4.110132 0.303 -0.321 2.072
C -1.273561 -1.696634 4.164161 -0.342 0.031 -0.418
C -2.548182 -2.356163 3.659839 -0.014 -0.047 -0.051
C -2.336363 -2.942488 2.268778 0.097 0.572 0.219
C -1.132622 -3.891981 2.199624 -1.009 -1.953 -0.159
N 0.106399 -3.287661 2.782914 -0.896 2.672 -1.287
O 0.568225 -2.411550 1.927297 0.671 -0.650 0.031
C -1.489453 -5.202975 2.930878 0.028 -0.067 0.335
C -0.921998 -4.325910 0.742205 0.530 0.416 -0.187
C 1.184044 -1.759303 4.470512 0.333 0.073 -0.698
H -1.105467 -3.735390 5.694237 0.000 -0.041 -0.093
H 0.146270 -4.676404 4.877340 -0.063 0.063 -0.077
H 0.592316 -3.478504 6.038053 -0.082 0.224 -0.076
H -1.094388 -0.798084 3.560789 0.167 -0.083 -0.055
H -1.431461 -1.347415 5.187046 0.164 -0.098 0.014
H -2.878311 -3.130599 4.356402 -0.025 0.042 0.000
H -3.350822 -1.618262 3.628558 -0.007 -0.084 0.097
H -3.243621 -3.466872 1.957331 0.173 -0.189 -0.045
H -2.202369 -2.118734 1.556915 0.184 -0.049 -0.005
H -0.625417 -5.869974 2.981663 -0.001 0.065 0.010
H -2.275488 -5.737379 2.394722 0.038 0.165 -0.109
H -1.865708 -5.050748 3.939823 0.083 0.034 0.006
H -0.775270 -3.479998 0.068871 0.090 0.042 0.131
H -1.795911 -4.867118 0.376376 -0.033 0.021 0.255
H -0.059681 -4.991569 0.650816 -0.006 0.040 0.030
H 2.102094 -2.352965 4.434549 -0.051 0.008 -0.019
H 1.082045 -1.366720 5.482756 -0.201 -0.184 -0.016
H 1.306970 -0.896525 3.813751 -0.030 -0.126 -0.109
B -7.097168 -0.104240 4.087364 -1.135 -0.420 0.019
O -6.964195 1.194602 4.781479 0.497 -0.300 -0.053
C -5.893018 1.132619 5.565407 -0.736 1.520 0.224
O -5.502733 2.023295 6.267504 0.160 -0.186 -0.049
C -5.261919 -0.223551 5.421621 0.578 -1.471 -0.129
O -4.276582 -0.610172 5.990106 0.056 0.158 -0.023
O -5.967851 -0.940445 4.555035 0.185 0.523 0.053
F -7.011799 0.091760 2.678412 0.110 0.183 -0.363
F -8.314017 -0.707727 4.408330 0.466 0.232 -0.339
C -8.969815 1.181551 -2.126603 -0.033 0.761 0.255
C -8.518697 1.045008 -0.712392 -1.362 -0.903 0.635
O -9.181223 0.636954 0.184101 -0.195 0.231 -0.289
N -7.109492 1.314259 -0.319876 0.583 -0.171 0.091
C -6.459874 2.537957 -0.860352 0.186 0.144 0.094
H -10.054107 1.282800 -2.149513 0.017 -0.295 0.033
H -8.537298 2.062953 -2.596888 -0.032 -0.064 -0.088
H -8.667693 0.245961 -2.698012 -0.908 0.473 0.719
H -6.578914 0.480142 -0.596466 0.156 0.069 0.068
H -7.149970 1.286737 0.716656 0.178 -0.064 0.081
H -6.298309 2.411709 -1.927962 -0.040 0.030 0.045
H -5.505202 2.656016 -0.352734 -0.039 0.046 -0.029
H -7.099437 3.393256 -0.653692 0.037 -0.029 -0.007
C 9.651562 2.166333 -6.614574 -0.267 0.512 -0.347
C 9.882352 1.114364 -5.499809 1.444 -0.093 -1.099
O 8.761074 1.068211 -4.762783 -0.085 -0.337 0.425
H 9.459493 3.156998 -6.201254 -0.008 -0.117 0.106
H 10.544397 2.234394 -7.236975 0.050 -0.159 0.148
H 8.817153 1.892805 -7.261069 0.010 -0.086 0.133
H 10.812834 1.419960 -4.995980 -0.480 0.388 0.620
H 10.191932 0.194555 -6.021290 -0.720 -0.284 0.102
Ca 5.612370 -0.636620 -2.665395 5.339 2.751 -5.444
Br -7.116092 0.152856 -3.746235 1.386 -0.488 -0.986